*w*
15 unconnected molecules or ions with the total composition C60H165N15O15, computed with ωB97M-V with the def2-TZVPD basis set.

Calculated values
Charge   0
LUMO level   0.019 hartree
HOMO level   -8.41 eV

```
255
Properties=species:S:1:pos:R:3:lowdin_charge:R:1
C 2.799 1.575 6.114 -0.028
C 1.661 2.062 5.113 -0.381
C 1.494 3.576 4.957 -0.191
O 2.728 4.269 4.714 -0.192
C 2.609 5.655 4.716 -0.124
N 1.907 1.389 3.836 0.041
H 2.518 1.889 7.119 0.068
H 3.744 2.077 5.905 0.068
H 2.973 0.505 6.005 0.053
H 0.701 1.654 5.429 0.097
H 0.947 3.938 5.828 0.120
H 0.851 3.786 4.103 0.106
H 2.323 5.976 5.718 0.089
H 1.784 6.016 4.100 0.065
H 3.538 6.083 4.340 0.094
H 2.013 0.392 3.963 0.017
H 2.789 1.795 3.559 0.053
C 0.211 4.866 -2.317 -0.050
C 0.590 4.732 -3.791 -0.456
C -0.496 4.058 -4.657 -0.145
O -0.671 2.661 -4.350 -0.242
C -1.561 1.955 -5.188 -0.102
N 0.934 6.026 -4.250 0.037
H 0.903 5.499 -1.762 0.061
H 0.098 3.908 -1.808 0.059
H -0.794 5.289 -2.305 0.083
H 1.522 4.170 -3.855 0.119
H -0.322 4.182 -5.725 0.120
H -1.463 4.547 -4.538 0.120
H -1.477 0.892 -4.965 0.065
H -1.406 2.119 -6.254 0.097
H -2.577 2.215 -4.888 0.073
H 1.636 5.776 -4.932 0.079
H 1.502 6.572 -3.617 0.072
C -3.880 -1.223 -5.977 -0.045
C -4.885 -0.625 -4.937 -0.443
C -5.564 0.608 -5.410 -0.255
O -6.312 1.112 -4.356 -0.162
C -7.069 2.227 -4.804 -0.106
N -5.846 -1.657 -4.611 0.066
H -3.268 -2.060 -5.642 0.065
H -3.199 -0.464 -6.362 0.057
H -4.426 -1.586 -6.848 0.075
H -4.253 -0.307 -4.108 0.121
H -6.138 0.436 -6.321 0.137
H -4.789 1.321 -5.690 0.117
H -6.440 2.981 -5.278 0.076
H -7.471 2.729 -3.924 0.078
H -7.831 2.026 -5.557 0.093
H -6.578 -1.260 -4.039 0.073
H -5.496 -2.419 -4.049 0.046
C 2.959 -3.189 -1.929 -0.070
C 3.210 -4.482 -2.661 -0.452
C 2.628 -4.548 -4.119 -0.200
O 1.250 -4.571 -4.007 -0.194
C 0.603 -4.572 -5.262 -0.099
N 4.604 -4.709 -2.605 0.037
H 1.894 -2.963 -1.872 0.066
H 3.431 -2.387 -2.496 0.079
H 3.381 -3.149 -0.925 0.069
H 2.695 -5.290 -2.140 0.110
H 2.987 -5.465 -4.586 0.131
H 3.062 -3.664 -4.586 0.122
H -0.444 -4.378 -5.031 0.080
H 0.638 -5.532 -5.776 0.089
H 0.992 -3.809 -5.936 0.083
H 5.002 -4.407 -1.727 0.069
H 5.023 -4.062 -3.256 0.075
C 5.779 1.539 -1.004 -0.047
C 4.440 1.909 -1.627 -0.429
C 3.836 3.197 -1.087 -0.208
O 3.510 3.039 0.264 -0.210
C 2.910 4.181 0.920 -0.056
N 4.660 2.040 -3.090 0.038
H 6.035 0.519 -1.292 0.077
H 5.605 1.555 0.072 0.059
H 6.539 2.274 -1.270 0.088
H 3.766 1.057 -1.531 0.113
H 2.999 3.450 -1.738 0.110
H 4.579 3.991 -1.161 0.131
H 2.050 4.605 0.400 0.072
H 3.620 4.933 1.265 0.090
H 2.461 3.770 1.824 0.069
H 5.234 1.273 -3.411 0.061
H 3.776 2.010 -3.578 0.014
C -2.140 -3.378 -2.083 -0.038
C -3.607 -3.014 -1.954 -0.401
C -4.524 -4.209 -1.487 -0.173
O -5.897 -3.820 -1.625 -0.201
C -6.786 -4.738 -0.932 -0.081
N -3.723 -1.902 -1.022 0.068
H -1.520 -2.482 -2.114 0.070
H -1.906 -3.983 -2.960 0.076
H -1.790 -3.897 -1.190 0.066
H -3.934 -2.644 -2.926 0.100
H -4.306 -4.489 -0.457 0.107
H -4.319 -5.101 -2.080 0.122
H -6.549 -4.764 0.132 0.077
H -6.694 -5.758 -1.306 0.085
H -7.800 -4.339 -0.970 0.087
H -3.004 -1.268 -1.340 0.042
H -4.627 -1.464 -1.126 0.091
C 5.466 0.465 2.779 -0.041
C 5.832 -0.750 1.959 -0.414
C 7.068 -1.548 2.486 -0.229
O 8.131 -0.670 2.370 -0.193
C 9.398 -1.308 2.636 -0.087
N 4.681 -1.637 1.822 0.047
H 4.654 1.061 2.363 0.053
H 6.324 1.137 2.818 0.087
H 5.093 0.147 3.752 0.076
H 6.217 -0.515 0.966 0.112
H 7.266 -2.537 2.073 0.118
H 6.999 -1.794 3.546 0.119
H 10.179 -0.552 2.552 0.084
H 9.622 -2.065 1.885 0.083
H 9.467 -1.739 3.635 0.084
H 4.027 -0.996 1.396 0.018
H 4.831 -2.389 1.166 0.065
C 0.885 -0.950 -4.392 -0.047
C 2.038 0.034 -4.521 -0.389
C 2.388 0.270 -6.039 -0.168
O 3.088 -0.873 -6.574 -0.184
C 3.348 -0.699 -7.961 -0.122
N 1.730 1.310 -3.863 0.070
H 0.084 -0.767 -5.108 0.071
H 0.593 -0.957 -3.342 0.067
H 1.209 -1.937 -4.722 0.049
H 2.865 -0.482 -4.034 0.119
H 3.066 1.121 -6.087 0.117
H 1.441 0.484 -6.536 0.120
H 4.283 -1.225 -8.155 0.086
H 3.545 0.314 -8.311 0.081
H 2.542 -1.050 -8.604 0.083
H 1.447 1.149 -2.907 0.061
H 0.926 1.781 -4.253 0.039
C -4.588 3.629 -2.817 -0.047
C -5.693 3.881 -1.750 -0.418
C -5.240 3.575 -0.324 -0.190
O -4.888 2.193 -0.155 -0.185
C -4.549 1.922 1.187 -0.123
N -6.024 5.284 -1.722 0.030
H -4.967 3.800 -3.824 0.063
H -4.281 2.585 -2.751 0.062
H -3.642 4.129 -2.607 0.072
H -6.604 3.370 -2.061 0.124
H -6.034 3.716 0.409 0.121
H -4.489 4.316 -0.051 0.115
H -4.176 0.899 1.137 0.071
H -5.411 1.995 1.851 0.086
H -3.832 2.592 1.659 0.069
H -5.127 5.728 -1.862 0.069
H -6.596 5.513 -2.522 0.073
C 0.838 -1.636 0.683 -0.046
C 1.291 -0.360 -0.076 -0.396
C 0.237 0.714 -0.228 -0.146
O -0.514 0.326 -1.411 -0.213
C -1.663 1.124 -1.615 -0.097
N 2.379 0.148 0.716 0.060
H 0.646 -1.393 1.728 0.073
H 1.643 -2.370 0.646 0.051
H 0.033 -2.147 0.155 0.063
H 1.715 -0.663 -1.034 0.117
H 0.709 1.671 -0.452 0.115
H -0.384 0.861 0.656 0.117
H -2.404 0.682 -0.949 0.067
H -2.018 0.781 -2.586 0.076
H -1.608 2.209 -1.526 0.083
H 2.060 0.455 1.624 0.049
H 2.689 1.051 0.386 0.042
C -4.412 -2.261 2.613 -0.041
C -2.884 -2.364 2.677 -0.414
C -2.416 -3.835 2.510 -0.214
O -2.994 -4.754 3.421 -0.173
C -2.541 -6.114 3.188 -0.073
N -2.260 -1.459 1.716 0.075
H -4.753 -2.781 3.508 0.079
H -4.870 -2.702 1.727 0.067
H -4.692 -1.209 2.573 0.065
H -2.536 -2.057 3.664 0.111
H -1.328 -3.867 2.564 0.112
H -2.636 -4.038 1.462 0.103
H -3.198 -6.781 3.747 0.086
H -1.512 -6.271 3.510 0.077
H -2.724 -6.378 2.147 0.082
H -1.395 -1.864 1.388 0.014
H -2.818 -1.488 0.874 0.022
C 1.486 8.204 0.137 -0.055
C 0.251 8.324 1.043 -0.419
C -0.295 6.983 1.607 -0.182
O -0.841 6.191 0.543 -0.204
C -1.415 4.944 0.939 -0.098
N 0.524 9.266 2.114 0.030
H 2.348 7.664 0.529 0.070
H 1.919 9.138 -0.219 0.074
H 1.268 7.743 -0.826 0.057
H -0.560 8.785 0.480 0.137
H -1.019 7.204 2.391 0.120
H 0.552 6.423 2.005 0.102
H -1.693 4.363 0.059 0.065
H -2.293 4.999 1.581 0.078
H -0.632 4.353 1.415 0.073
H -0.238 9.286 2.777 0.065
H 1.310 8.915 2.643 0.065
C 0.144 -6.554 -1.199 -0.067
C 0.114 -6.196 0.261 -0.395
C 0.266 -7.448 1.171 -0.175
O -0.742 -8.400 0.795 -0.220
C -0.611 -9.741 1.275 -0.090
N 1.190 -5.186 0.562 0.070
H 0.015 -5.660 -1.808 0.056
H -0.658 -7.227 -1.502 0.084
H 1.107 -6.943 -1.531 0.084
H -0.830 -5.686 0.454 0.109
H 0.065 -7.278 2.229 0.102
H 1.271 -7.867 1.112 0.121
H -1.345 -10.368 0.769 0.087
H -0.804 -9.748 2.348 0.080
H 0.396 -10.125 1.113 0.083
H 1.168 -4.656 -0.298 0.028
H 2.053 -5.711 0.551 0.066
C -1.862 0.536 5.217 -0.050
C -2.367 1.691 4.336 -0.393
C -2.406 3.125 4.994 -0.158
O -3.109 3.045 6.223 -0.187
C -4.483 2.763 6.111 -0.117
N -1.523 1.722 3.124 0.048
H -1.460 -0.366 4.755 0.064
H -2.660 0.250 5.902 0.070
H -1.125 0.848 5.956 0.063
H -3.343 1.440 3.922 0.111
H -2.846 3.828 4.287 0.113
H -1.376 3.417 5.202 0.103
H -5.033 3.377 5.397 0.088
H -4.908 2.902 7.104 0.091
H -4.654 1.729 5.813 0.076
H -1.809 0.900 2.611 0.023
H -0.558 1.543 3.360 0.028
C 2.494 -4.009 3.996 -0.059
C 1.690 -2.729 4.408 -0.369
C 1.426 -2.694 5.927 -0.173
O 2.721 -2.883 6.547 -0.223
C 2.733 -2.878 7.971 -0.093
N 2.566 -1.599 4.134 0.032
H 3.438 -4.179 4.513 0.074
H 2.782 -4.043 2.946 0.050
H 1.791 -4.834 4.110 0.064
H 0.782 -2.729 3.803 0.118
H 0.813 -3.538 6.242 0.115
H 0.863 -1.820 6.253 0.114
H 2.418 -1.892 8.312 0.083
H 3.723 -3.062 8.387 0.085
H 2.077 -3.690 8.285 0.084
H 2.837 -1.509 3.165 0.027
H 3.476 -1.705 4.561 0.073
```


*x*
15 unconnected molecules or ions with the total composition C60H165N15O15, computed with ωB97M-V with the def2-TZVPD basis set.

Calculated values
Charge   0
LUMO level   0.001 hartree
HOMO level   -8.86 eV

```
255
Properties=species:S:1:pos:R:3:lowdin_charge:R:1
C 0.018 -0.439 0.861 -0.089
C -1.047 -1.404 0.303 -0.397
C -1.405 -1.106 -1.193 -0.181
O -1.926 0.242 -1.207 -0.224
C -2.143 0.758 -2.573 -0.064
N -0.468 -2.719 0.588 0.012
H 0.006 -0.481 1.951 0.070
H -0.203 0.590 0.579 0.063
H 1.079 -0.623 0.695 0.071
H -1.922 -1.294 0.943 0.133
H -2.191 -1.770 -1.551 0.117
H -0.559 -1.267 -1.861 0.120
H -2.327 -0.066 -3.262 0.070
H -1.159 1.101 -2.891 0.084
H -3.025 1.399 -2.575 0.086
H -0.084 -2.672 1.521 0.061
H 0.285 -2.953 -0.043 0.067
C -8.909 0.904 -5.018 -0.047
C -9.323 1.040 -3.526 -0.413
C -10.823 0.945 -3.210 -0.236
O -11.525 2.071 -3.583 -0.182
C -12.871 2.040 -3.357 -0.131
N -8.555 0.080 -2.709 0.028
H -7.861 0.606 -5.040 0.064
H -9.083 1.769 -5.658 0.075
H -9.417 0.028 -5.420 0.072
H -9.127 2.059 -3.193 0.127
H -10.986 0.702 -2.160 0.120
H -11.281 0.120 -3.756 0.123
H -13.090 2.021 -2.290 0.089
H -13.301 1.123 -3.760 0.087
H -13.205 2.934 -3.882 0.100
H -8.898 0.077 -1.758 0.059
H -7.636 0.495 -2.655 0.065
C 6.535 1.941 -11.155 -0.061
C 6.355 2.875 -9.954 -0.459
C 5.641 2.228 -8.765 -0.204
O 4.323 1.861 -9.172 -0.202
C 3.466 1.256 -8.142 -0.070
N 7.647 3.402 -9.574 0.022
H 7.097 1.043 -10.896 0.081
H 6.942 2.444 -12.032 0.072
H 5.549 1.647 -11.515 0.069
H 5.778 3.742 -10.274 0.131
H 5.525 2.914 -7.926 0.119
H 6.258 1.393 -8.433 0.127
H 3.211 2.022 -7.409 0.079
H 3.874 0.410 -7.590 0.079
H 2.602 0.878 -8.688 0.082
H 7.444 3.908 -8.724 0.061
H 7.978 4.117 -10.205 0.073
C -2.376 4.238 5.327 -0.070
C -2.732 5.318 6.396 -0.382
C -1.978 6.620 6.223 -0.228
O -0.590 6.565 6.364 -0.167
C 0.000 7.787 6.335 -0.152
N -4.203 5.449 6.166 0.016
H -1.606 3.611 5.777 0.071
H -2.030 4.727 4.416 0.077
H -3.181 3.569 5.024 0.065
H -2.562 4.886 7.383 0.135
H -2.453 7.292 6.938 0.125
H -2.107 7.034 5.223 0.127
H -0.563 8.519 6.913 0.086
H 0.062 8.186 5.322 0.090
H 0.986 7.730 6.797 0.094
H -4.463 4.477 6.069 0.048
H -4.369 5.814 5.239 0.064
C -7.491 -6.296 0.882 -0.067
C -6.358 -6.807 -0.032 -0.437
C -6.421 -8.269 -0.512 -0.223
O -6.274 -8.892 0.708 -0.190
C -6.010 -10.267 0.547 -0.102
N -6.412 -5.958 -1.185 0.007
H -7.455 -6.897 1.791 0.069
H -8.473 -6.309 0.409 0.076
H -7.341 -5.262 1.191 0.071
H -5.434 -6.549 0.484 0.142
H -5.606 -8.407 -1.223 0.126
H -7.359 -8.502 -1.015 0.130
H -6.252 -10.775 1.481 0.088
H -4.938 -10.372 0.381 0.087
H -6.534 -10.738 -0.285 0.087
H -7.320 -6.024 -1.624 0.069
H -6.268 -5.018 -0.846 0.068
C 6.091 0.294 13.293 -0.075
C 4.855 0.203 12.433 -0.468
C 5.035 -0.510 11.069 -0.201
O 3.899 -0.492 10.242 -0.216
C 3.241 0.762 9.945 -0.081
N 3.835 -0.539 13.142 0.043
H 5.950 0.823 14.235 0.078
H 6.850 0.880 12.773 0.079
H 6.449 -0.667 13.660 0.077
H 4.605 1.251 12.268 0.128
H 5.248 -1.551 11.311 0.133
H 5.738 0.094 10.495 0.122
H 2.753 0.653 8.977 0.088
H 3.902 1.625 9.857 0.081
H 2.599 1.008 10.790 0.082
H 3.124 -0.681 12.439 0.057
H 4.220 -1.436 13.400 0.072
C 10.114 -2.798 1.277 -0.067
C 9.707 -2.313 -0.098 -0.445
C 8.383 -3.038 -0.594 -0.148
O 7.874 -2.527 -1.848 -0.227
C 6.626 -2.984 -2.319 -0.109
N 9.602 -0.876 -0.157 0.016
H 10.985 -2.309 1.714 0.076
H 10.274 -3.876 1.290 0.073
H 9.267 -2.647 1.945 0.076
H 10.430 -2.404 -0.908 0.129
H 7.562 -2.758 0.066 0.120
H 8.557 -4.114 -0.628 0.122
H 5.767 -2.705 -1.708 0.080
H 6.708 -4.070 -2.274 0.083
H 6.421 -2.598 -3.318 0.089
H 9.009 -0.711 -0.958 0.059
H 10.492 -0.405 -0.233 0.074
C -0.992 -3.112 10.346 -0.082
C -0.868 -4.012 9.138 -0.406
C -1.498 -3.377 7.871 -0.191
O -2.916 -3.222 7.986 -0.186
C -3.498 -2.873 6.798 -0.150
N 0.593 -4.171 8.929 0.017
H -2.001 -3.279 10.722 0.074
H -0.934 -2.069 10.037 0.082
H -0.357 -3.303 11.211 0.076
H -1.312 -4.995 9.291 0.139
H -1.380 -4.068 7.036 0.115
H -0.955 -2.478 7.580 0.124
H -3.162 -1.879 6.504 0.090
H -4.574 -2.942 6.957 0.094
H -3.258 -3.587 6.010 0.085
H 0.922 -4.762 9.679 0.061
H 1.110 -3.315 9.069 0.061
C 5.189 3.910 -1.420 -0.049
C 3.726 3.393 -1.141 -0.422
C 2.614 4.398 -1.610 -0.187
O 2.715 5.672 -0.979 -0.182
C 2.334 5.597 0.392 -0.103
N 3.638 2.064 -1.736 0.021
H 5.333 4.292 -2.431 0.076
H 5.854 3.058 -1.282 0.062
H 5.440 4.649 -0.659 0.070
H 3.756 3.240 -0.062 0.113
H 1.678 3.899 -1.356 0.106
H 2.575 4.495 -2.695 0.125
H 3.072 5.005 0.931 0.077
H 1.371 5.107 0.537 0.084
H 2.210 6.615 0.761 0.090
H 2.919 1.628 -1.177 0.060
H 4.479 1.515 -1.622 0.060
C -5.158 6.394 -0.262 -0.064
C -5.331 7.741 0.461 -0.430
C -5.676 8.978 -0.479 -0.180
O -4.843 8.996 -1.639 -0.183
C -3.498 9.180 -1.292 -0.132
N -6.378 7.498 1.427 0.021
H -4.810 5.639 0.443 0.077
H -4.508 6.434 -1.137 0.071
H -6.110 6.015 -0.634 0.074
H -4.369 8.004 0.902 0.117
H -5.763 9.807 0.223 0.115
H -6.633 8.869 -0.988 0.122
H -3.097 8.309 -0.773 0.073
H -3.362 10.078 -0.689 0.094
H -2.855 9.242 -2.170 0.090
H -6.772 8.302 1.894 0.067
H -7.149 6.949 1.074 0.068
C 0.043 -8.626 -2.644 -0.069
C 1.382 -7.910 -2.928 -0.386
C 2.117 -8.545 -4.146 -0.190
O 2.603 -9.890 -3.915 -0.199
C 3.144 -10.410 -5.130 -0.124
N 1.085 -6.464 -3.176 0.020
H -0.684 -8.565 -3.453 0.080
H -0.433 -8.339 -1.706 0.074
H 0.296 -9.685 -2.582 0.068
H 2.116 -7.922 -2.122 0.131
H 3.055 -8.026 -4.341 0.118
H 1.554 -8.582 -5.079 0.117
H 2.394 -10.453 -5.920 0.083
H 3.458 -11.442 -4.975 0.084
H 4.039 -9.908 -5.497 0.084
H 0.705 -6.345 -4.104 0.058
H 0.255 -6.310 -2.621 0.051
C -2.386 -3.170 -9.275 -0.072
C -2.375 -3.711 -7.892 -0.453
C -3.758 -4.043 -7.265 -0.203
O -4.643 -4.791 -8.033 -0.202
C -5.884 -5.001 -7.448 -0.114
N -1.424 -4.785 -7.797 0.029
H -2.689 -2.123 -9.287 0.081
H -3.133 -3.712 -9.856 0.080
H -1.520 -3.280 -9.927 0.078
H -2.006 -2.988 -7.165 0.129
H -4.304 -3.099 -7.249 0.121
H -3.653 -4.422 -6.248 0.127
H -6.459 -4.075 -7.452 0.090
H -5.717 -5.324 -6.421 0.086
H -6.343 -5.818 -8.004 0.094
H -0.673 -4.508 -8.414 0.060
H -1.806 -5.550 -8.334 0.072
C -6.837 9.581 -10.774 -0.074
C -7.257 8.517 -9.813 -0.443
C -7.153 9.032 -8.372 -0.225
O -7.663 8.105 -7.418 -0.200
C -6.681 7.077 -7.176 -0.092
N -8.675 8.186 -9.947 0.041
H -5.811 9.914 -10.618 0.080
H -7.435 10.484 -10.650 0.082
H -6.951 9.299 -11.821 0.076
H -6.645 7.617 -9.866 0.121
H -7.725 9.931 -8.143 0.129
H -6.197 9.409 -8.008 0.120
H -7.121 6.402 -6.442 0.087
H -5.757 7.536 -6.823 0.085
H -6.441 6.485 -8.060 0.075
H -9.061 7.612 -9.211 0.067
H -8.868 7.616 -10.758 0.069
C 5.977 -5.408 5.536 -0.064
C 5.213 -5.261 4.198 -0.434
C 5.048 -6.549 3.389 -0.192
O 6.332 -6.950 2.918 -0.187
C 6.293 -7.735 1.790 -0.145
N 3.973 -4.632 4.589 0.023
H 6.860 -6.035 5.414 0.069
H 5.304 -6.026 6.130 0.072
H 6.174 -4.465 6.047 0.075
H 5.804 -4.671 3.498 0.136
H 4.458 -6.204 2.540 0.115
H 4.508 -7.389 3.826 0.130
H 7.321 -7.769 1.430 0.087
H 5.669 -7.373 0.974 0.089
H 6.094 -8.778 2.039 0.087
H 3.562 -5.172 5.337 0.066
H 4.135 -3.734 5.022 0.069
C 6.459 1.973 4.691 -0.083
C 7.567 2.979 5.018 -0.444
C 7.376 3.673 6.430 -0.195
O 8.151 4.846 6.376 -0.182
C 8.381 5.422 7.673 -0.108
N 8.789 2.256 4.932 0.032
H 6.531 1.165 5.419 0.077
H 6.517 1.523 3.700 0.075
H 5.477 2.426 4.823 0.071
H 7.448 3.675 4.187 0.131
H 7.567 3.026 7.286 0.123
H 6.338 3.980 6.553 0.114
H 7.574 5.336 8.401 0.081
H 8.756 6.444 7.631 0.083
H 9.188 4.935 8.219 0.078
H 8.769 1.582 4.179 0.069
H 9.470 2.942 4.638 0.075
```


*w* has the most favorable energy; the next structure is 151.8 kcal/mol above.